Below is C26H29N3O9ReS2 as an isolated structure, with properties calculated with ωB97M-V/def2-TZVPD.

```
70
Properties=species:S:1:pos:R:3:forces:R:3
Re 0.824 0.379 -2.904 -0.6 0.3 -0.5
O -0.558 -2.022 -5.033 0.0 0.0 -0.1
S 0.133 -0.786 -5.247 0.4 0.0 0.4
O 0.167 -0.230 -6.551 -0.1 0.1 0.0
O -0.558 0.282 -4.196 -0.1 -0.2 0.1
O 1.484 -0.766 -4.527 -0.1 -0.2 -0.6
C -2.023 -3.928 1.981 0.0 0.0 0.0
C -1.098 -4.403 0.861 0.0 0.0 0.0
C -1.798 -5.530 0.089 0.0 0.0 0.0
C 0.204 -4.934 1.480 0.0 0.0 0.0
C -0.734 -3.279 -0.099 0.0 0.0 0.0
C -0.012 -3.552 -1.260 0.0 0.0 0.0
C 0.364 -2.528 -2.100 0.0 0.0 0.0
N 0.047 -1.256 -1.837 -0.1 -0.1 0.2
C -0.670 -0.961 -0.739 0.0 0.1 0.0
C -1.065 -1.948 0.145 0.0 0.0 -0.1
C -0.987 0.481 -0.563 0.0 -0.1 0.0
C -1.839 0.952 0.413 0.1 0.0 0.0
C -2.128 2.315 0.505 0.0 0.0 0.0
C -1.530 3.148 -0.431 0.0 0.0 0.0
C -0.679 2.621 -1.385 0.0 0.0 0.0
N -0.400 1.318 -1.450 0.1 0.0 -0.1
C -3.058 2.819 1.601 0.0 0.0 0.0
C -4.419 2.123 1.466 0.0 0.0 0.0
C -2.437 2.477 2.963 0.0 0.0 0.0
C -3.269 4.330 1.521 0.0 0.0 0.0
H -2.286 -4.776 2.612 0.0 0.0 0.0
H -2.951 -3.508 1.589 0.0 0.0 0.0
H -1.543 -3.185 2.620 0.0 0.0 0.0
H -2.113 -6.306 0.787 0.0 0.0 0.0
H -1.141 -5.996 -0.644 0.0 0.0 0.0
H -2.682 -5.163 -0.435 0.0 0.0 0.0
H -0.023 -5.754 2.163 0.0 0.0 0.0
H 0.720 -4.154 2.041 0.0 0.0 0.0
H 0.886 -5.308 0.717 0.0 0.0 0.0
H 0.276 -4.561 -1.516 0.0 0.0 0.0
H 0.930 -2.694 -3.006 0.0 0.0 0.0
H -1.624 -1.680 1.026 0.0 0.0 0.0
H -2.290 0.257 1.105 0.0 0.0 0.0
H -1.705 4.212 -0.435 0.0 0.0 0.0
H -0.177 3.247 -2.108 0.0 0.0 0.0
H -4.334 1.039 1.546 0.0 0.0 0.0
H -4.886 2.355 0.508 0.0 0.0 0.0
H -5.084 2.463 2.260 0.0 0.0 0.0
H -2.342 1.400 3.105 0.0 0.0 0.0
H -3.069 2.865 3.763 0.0 0.0 0.0
H -1.446 2.921 3.066 0.0 0.0 0.0
H -3.718 4.627 0.572 0.0 0.0 0.0
H -2.336 4.879 1.650 0.0 0.0 0.0
H -3.946 4.640 2.317 0.0 0.0 0.0
O 6.721 0.732 -0.782 0.0 0.0 0.0
S 5.652 -0.014 -0.197 0.0 0.0 -0.1
O 5.924 -1.234 0.501 0.1 0.0 0.0
N 4.480 -0.301 -1.338 0.0 0.0 0.0
C 3.392 0.287 -1.003 -0.2 -0.2 -0.2
O 2.290 0.151 -1.690 0.4 0.3 0.5
C 3.395 1.092 0.251 0.1 0.0 0.0
C 2.379 1.810 0.852 0.0 0.0 -0.1
C 2.661 2.458 2.047 0.1 0.0 0.0
C 3.931 2.391 2.616 -0.1 0.0 0.0
C 4.952 1.669 2.009 0.0 0.0 -0.1
C 4.649 1.029 0.826 -0.1 0.0 0.1
H 1.408 1.887 0.386 -0.1 0.0 0.0
H 1.891 3.036 2.539 0.0 0.0 0.0
H 4.128 2.913 3.542 0.0 0.0 0.0
H 5.940 1.615 2.443 0.0 0.0 0.0
O 2.150 3.212 -2.057 -0.1 0.0 0.2
C 2.284 2.924 -3.227 0.2 0.0 -0.3
O 1.794 1.871 -3.823 0.3 0.0 0.1
H 2.902 3.533 -3.904 -0.1 0.0 0.0
```
Forces are in eV/Å.

Values from the calculation:
LUMO (spin up / spin down) = -1.647 / -1.746 eV
<S²> = 0.757
HOMO-LUMO gap (spin up / spin down) = 0.255 / 0.246 hartree
maximum force = 0.87 eV/Å
charge = 0
HOMO energy (spin up / spin down) = -0.3158 / -0.3097 Ha
2S+1 = 2
energy relative to the best compared isomer or geometry (same formula, charge and spin) = 12.4 kcal/mol

---

Below is one molecule with the formula C12H15N, with properties calculated with ωB97M-V/def2-TZVPD.

```
28
Properties=species:S:1:pos:R:3:forces:R:3
C -0.063 -0.209 3.153 0.7 -0.6 1.4
C -0.954 0.750 2.741 -0.4 0.6 -0.8
C -1.255 0.849 1.383 0.0 -0.4 0.5
C -0.660 -0.044 0.478 -0.4 1.0 -0.7
C 0.215 -1.027 0.916 -0.2 -0.2 0.3
C 0.483 -1.136 2.278 0.0 0.6 0.0
C 0.806 -2.017 -0.037 0.5 -1.4 -0.3
C 0.534 -1.737 -1.541 -0.3 0.2 1.3
N -0.825 -1.214 -1.699 0.7 0.5 -0.8
C -0.970 0.066 -1.020 -0.8 0.7 0.3
C -0.190 1.165 -1.778 -0.8 -0.5 0.7
C 0.128 2.519 -1.188 -0.6 0.6 0.5
C 1.205 1.526 -1.404 0.3 -0.7 0.2
H 0.240 -0.243 4.213 -0.3 -0.1 -0.6
H -1.430 1.447 3.430 0.2 -0.2 0.0
H -2.000 1.600 1.100 0.3 -0.3 -0.3
H 1.159 -1.898 2.656 -0.1 0.0 -0.1
H 1.883 -2.113 0.176 -0.2 0.2 -0.2
H 0.415 -3.037 0.229 0.1 0.8 -0.3
H 1.283 -1.038 -1.920 -0.4 0.2 0.0
H 0.639 -2.625 -2.132 0.0 -0.6 -0.2
H -1.516 -1.872 -1.365 0.1 -0.1 0.1
H -2.040 0.351 -1.117 0.5 -0.2 0.1
H -0.487 1.146 -2.814 0.3 0.1 -0.3
H 0.076 3.408 -1.834 0.0 -0.6 0.3
H -0.152 2.718 -0.144 0.1 -0.1 -0.5
H 1.866 1.661 -2.227 0.6 0.2 -0.3
H 1.609 1.003 -0.531 0.0 0.3 -0.3
```
Forces are in eV/Å.

Values from the calculation:
LUMO = 1.001 eV
HOMO-LUMO gap = 0.352 hartree
SMILES = c1ccc2c(c1)CCN[C@@H]2C1CC1
maximum force = 1.69 eV/Å
charge = 0
HOMO energy = -0.3153 Ha
2S+1 = 1
energy relative to the best compared isomer or geometry (same formula, charge and spin) = 33.9 kcal/mol

---

Below is one molecule with the formula C12H12NO4P, with properties calculated with ωB97M-V/def2-TZVPD.

```
30
Properties=species:S:1:pos:R:3:forces:R:3
C -3.537 0.602 -0.999 0.5 -1.1 -0.6
C -2.328 0.628 -2.075 -1.0 -0.8 0.3
N -1.123 1.428 -1.581 1.1 -2.2 -1.2
C -0.012 0.419 -1.582 1.6 -0.9 0.1
C 0.667 0.083 -2.965 1.9 -2.3 2.6
C 1.789 -0.982 -3.041 -2.3 1.0 4.4
C 2.167 -1.692 -1.684 -1.9 1.8 0.1
C 1.518 -1.347 -0.322 -1.1 1.7 -2.3
C 0.377 -0.260 -0.249 1.8 -0.9 -2.8
C -0.276 0.042 1.175 -1.9 0.4 0.3
O -1.473 0.392 1.352 4.6 -1.2 -0.7
C 0.708 -0.179 2.442 3.7 -1.2 -1.2
P 0.420 0.935 3.948 -3.3 0.1 2.0
O 1.514 0.563 5.212 0.4 0.6 -1.9
O 0.464 2.593 3.498 1.6 -2.3 -1.5
C 1.761 -1.156 2.395 -2.2 1.6 -0.9
C 1.935 -2.046 1.058 0.5 -1.8 -0.4
O 2.365 -3.225 1.053 -1.2 4.0 0.3
H -3.317 -0.300 -0.311 -0.5 1.7 -0.9
H -3.626 1.553 -0.379 0.1 -1.3 -1.0
H -4.488 0.334 -1.581 1.2 0.6 1.0
H -2.662 0.960 -3.126 0.5 -0.2 1.7
H -2.008 -0.478 -2.200 -0.5 1.8 0.1
H -0.896 2.126 -2.311 -0.1 -0.6 0.6
H 0.346 0.608 -3.932 0.4 -0.7 1.8
H 2.326 -1.310 -3.988 -0.9 0.7 1.4
H 2.970 -2.501 -1.740 -1.3 1.3 0.3
H 1.162 0.855 6.079 -0.1 -0.2 -1.0
H 0.786 2.646 2.560 -0.2 0.4 1.1
H 2.471 -1.289 3.295 -1.2 0.0 -1.7
```
Forces are in eV/Å.

Values from the calculation:
LUMO = -1.531 eV
HOMO-LUMO gap = 0.245 hartree
SMILES = CCNc1cccc2c1C(=O)C(P(O)O)=CC2=O
maximum force = 5.10 eV/Å
charge = 0
HOMO energy = -0.3012 Ha
2S+1 = 1
energy relative to the best compared isomer or geometry (same formula, charge and spin) = 161.0 kcal/mol

---

Below is C23H16GaN5O5S as an isolated structure, with properties calculated with ωB97M-V/def2-TZVPD.

```
51
Properties=species:S:1:pos:R:3:forces:R:3
Ga 0.623 -1.976 -0.983 -0.1 0.3 0.8
O 2.299 -2.609 -1.171 0.1 0.0 -0.5
C 3.149 -2.686 -0.124 0.0 0.0 0.1
C 4.504 -2.758 -0.444 0.0 0.1 0.0
C 5.472 -2.785 0.535 -0.2 0.1 0.0
C 5.109 -2.771 1.877 0.1 0.0 0.2
C 3.779 -2.769 2.219 -0.2 0.0 -0.2
C 2.768 -2.717 1.243 0.6 0.1 -0.4
C 1.408 -2.779 1.681 -1.0 0.0 -0.2
N 0.432 -2.542 0.868 1.4 0.2 -0.2
N -0.861 -2.769 1.164 -1.0 -0.1 0.5
C -1.591 -2.776 0.082 0.1 -0.2 0.5
O -1.119 -2.605 -1.142 0.5 0.3 -0.4
C -3.014 -3.041 0.222 -0.6 -0.1 -0.1
C -3.646 -2.850 1.452 0.1 -0.1 -0.2
C -4.981 -3.173 1.592 0.0 0.0 0.0
C -5.688 -3.688 0.514 0.0 0.0 0.0
C -5.069 -3.852 -0.716 -0.1 -0.1 0.0
C -3.738 -3.520 -0.869 0.2 0.0 0.1
H 4.778 -2.761 -1.487 0.0 0.0 -0.2
H 6.513 -2.796 0.258 0.1 0.0 -0.1
H 5.865 -2.759 2.643 0.1 -0.1 0.1
H 3.475 -2.789 3.255 0.0 0.0 0.1
H 1.183 -3.090 2.701 -0.1 0.0 -0.1
H -3.076 -2.451 2.276 0.0 0.0 0.1
H -5.468 -3.035 2.546 0.0 0.0 0.0
H -6.725 -3.957 0.636 -0.1 0.0 0.0
H -5.623 -4.253 -1.552 -0.1 0.0 -0.1
H -3.242 -3.653 -1.818 0.0 0.0 -0.1
O -3.151 5.569 0.459 -0.2 -0.1 0.1
S -2.381 6.737 0.100 1.4 -0.5 -0.4
O -2.782 7.406 -1.117 -0.3 0.2 0.1
O -1.943 7.568 1.200 -0.3 0.2 0.1
C -0.730 6.033 -0.444 -2.7 0.9 0.9
N 0.120 6.911 -0.908 1.8 0.7 -0.1
C 1.337 6.449 -1.176 -0.7 0.2 -0.3
C 1.570 5.089 -1.292 -0.3 -1.0 0.1
C 0.538 4.229 -0.878 0.2 2.2 0.5
N -0.563 4.752 -0.299 0.8 -2.0 -0.9
C 0.582 2.791 -0.963 0.1 -1.8 0.2
C -0.582 2.037 -0.684 0.4 0.6 0.0
C -0.540 0.675 -0.736 0.2 -0.6 -0.1
N 0.585 -0.007 -1.075 0.0 0.1 -0.1
C 1.710 0.700 -1.332 -0.1 -0.6 0.0
C 1.751 2.063 -1.267 -0.5 0.5 0.0
H 2.107 7.183 -1.363 0.1 0.0 -0.2
H 2.487 4.723 -1.721 0.2 0.0 0.0
H -1.487 2.558 -0.405 -0.1 0.1 0.0
H -1.407 0.065 -0.509 0.0 0.1 -0.1
H 2.581 0.111 -1.595 0.0 0.1 0.1
H 2.685 2.567 -1.457 0.1 0.0 0.0
```
Forces are in eV/Å.

Values from the calculation:
LUMO = -1.938 eV
HOMO-LUMO gap = 0.201 hartree
maximum force = 2.98 eV/Å
charge = 0
HOMO energy = -0.2725 Ha
2S+1 = 1
energy relative to the best compared isomer or geometry (same formula, charge and spin) = 9.3 kcal/mol

---

Below is one molecule with the formula C4H5ISi, with properties calculated with ωB97M-V/def2-TZVPD.

```
11
Properties=species:S:1:pos:R:3:forces:R:3
I -3.825 -0.005 0.153 -0.3 0.0 0.2
Si -1.587 -0.160 -0.712 1.6 1.6 0.1
C -0.445 1.452 -0.281 0.2 -4.5 0.2
C 0.528 0.796 0.436 -0.6 1.3 -1.1
C 0.635 -0.645 0.658 -1.7 -0.1 0.6
C -0.438 -1.281 0.247 -2.0 -0.7 -1.5
H -1.695 -0.686 -2.103 0.0 0.4 0.1
H -0.312 2.410 -0.723 -0.2 0.8 0.3
H 1.342 1.284 0.843 1.7 1.7 0.6
H 1.330 -1.161 1.290 0.9 0.3 0.0
H -0.691 -2.319 0.234 0.4 -0.7 0.6
```
Forces are in eV/Å.

Values from the calculation:
LUMO = -0.064 eV
HOMO-LUMO gap = 0.333 hartree
SMILES = I[SiH]1C=CC=C1
maximum force = 4.56 eV/Å
charge = 0
HOMO energy = -0.3356 Ha
2S+1 = 1
energy relative to the best compared isomer or geometry (same formula, charge and spin) = 0.0 kcal/mol

---

Below is one molecule with the formula CH2NP, with properties calculated with ωB97M-V/def2-TZVPD.

```
5
Properties=species:S:1:pos:R:3:forces:R:3
C -0.330 0.047 0.061 -0.6 1.5 -5.6
N 0.734 -0.878 -0.038 0.7 -2.9 0.1
P 1.399 0.522 0.035 1.0 1.6 0.1
H -0.926 0.195 -0.951 0.9 -0.3 2.2
H -0.878 0.115 0.893 -2.1 0.0 3.1
```
Forces are in eV/Å.

Values from the calculation:
LUMO = -0.428 eV
HOMO-LUMO gap = 0.328 hartree
SMILES = C1N=P1
maximum force = 5.79 eV/Å
charge = 0
HOMO energy = -0.3434 Ha
2S+1 = 1
energy relative to the best compared isomer or geometry (same formula, charge and spin) = 35.4 kcal/mol

---

Below is one molecule with the formula C2H5FN2, with properties calculated with ωB97M-V/def2-TZVPD.

```
10
Properties=species:S:1:pos:R:3:forces:R:3
C -1.880 0.267 0.147 -0.3 0.8 0.5
N -0.988 -0.306 -0.504 3.8 0.2 -0.5
N 0.473 0.399 -0.591 -4.0 -0.7 -0.8
C 1.451 -0.536 -0.116 0.3 0.0 0.6
F 0.463 1.520 0.257 0.2 -0.2 0.4
H -2.838 -0.236 0.163 -0.1 0.0 -0.1
H -1.792 1.203 0.695 0.2 0.0 0.0
H 2.425 -0.196 -0.473 0.0 -0.1 0.1
H 1.469 -0.614 0.975 -0.1 -0.1 0.0
H 1.216 -1.500 -0.554 0.0 0.0 -0.1
```
Forces are in eV/Å.

Values from the calculation:
LUMO = 1.155 eV
HOMO-LUMO gap = 0.401 hartree
SMILES = C=NN(C)F
maximum force = 4.09 eV/Å
charge = 0
HOMO energy = -0.3587 Ha
2S+1 = 1
energy relative to the best compared isomer or geometry (same formula, charge and spin) = 78.2 kcal/mol